[1]
Computed, not measured: a structure of composition C21H19IrN2O2S2, with ωB97M-V with the def2-TZVPD basis set.

Last column: Mulliken charge in e.
Atoms and positions in Å:
1 Ir 0.188 -1.431 -0.122  1.313
2 C 0.967 -1.140 2.900  -1.124
3 O 0.605 -0.198 1.892  -0.485
4 C -0.366 0.690 2.164  1.261
5 C -1.037 0.748 3.368  -0.497
6 C -2.013 1.720 3.584  -0.813
7 C -2.325 2.652 2.587  -0.645
8 C -1.697 2.585 1.371  -0.504
9 C -0.719 1.587 1.094  0.221
10 N -0.252 1.566 -0.147  -0.834
11 N 0.568 0.543 -0.544  -0.219
12 C 1.546 0.751 -1.449  -0.170
13 C 2.281 -0.446 -1.712  1.057
14 O 1.957 -1.566 -1.108  -0.945
15 C 3.368 -0.427 -2.611  -0.760
16 C 3.710 0.718 -3.250  -0.942
17 C 2.986 1.937 -3.047  0.870
18 C 3.343 3.091 -3.770  -0.806
19 C 2.643 4.261 -3.634  -0.474
20 C 1.563 4.315 -2.744  -0.765
21 C 1.210 3.213 -2.002  -0.321
22 C 1.898 1.985 -2.138  0.704
23 H 0.134 -1.808 3.121  0.389
24 H 1.289 -0.629 3.807  0.428
25 H 1.790 -1.711 2.486  0.309
26 H -0.805 0.045 4.155  0.443
27 H -2.533 1.746 4.533  0.389
28 H -3.074 3.413 2.768  0.383
29 H -1.936 3.278 0.575  0.420
30 H 3.905 -1.354 -2.774  0.436
31 H 4.534 0.721 -3.955  0.353
32 H 4.185 3.028 -4.451  0.363
33 H 2.922 5.136 -4.207  0.388
34 H 1.003 5.235 -2.633  0.398
35 H 0.389 3.276 -1.309  0.649
36 C -4.050 -3.160 0.682  -1.599
37 C -2.563 -2.938 0.497  0.627
38 S -2.055 -1.321 0.365  -0.444
39 C -1.661 -3.977 0.464  0.636
40 C -2.083 -5.416 0.639  -1.412
41 S 0.014 -3.707 0.294  -0.391
42 H -4.578 -2.207 0.668  0.414
43 H -4.261 -3.655 1.635  0.326
44 H -4.457 -3.783 -0.118  0.359
45 H -3.145 -5.558 0.445  0.359
46 H -1.875 -5.746 1.662  0.277
47 H -1.514 -6.062 -0.030  0.381

Charge ... 0
Energy relative to the best compared isomer or geometry (same formula, charge and spin) ... 0.0 kJ/mol
Orbital gap (alpha / beta) ... 6.98 / 5.49 eV
LUMO energy (alpha / beta) ... 0.638 / -2.261 eV
⟨S²⟩ ... 6.0773
Total energy ... -53667.7781 eV
HOMO (alpha / beta) ... -6.341 / -7.748 eV
Multiplicity ... 5



[2]
Computed, not measured: a structure of composition C5H6O4Ru, with ωB97M-V with the def2-TZVPD basis set.

Last column: Mulliken charge in e.
Atoms and positions in Å:
1 C 1.029 0.865 -3.436  -0.362
2 H 1.102 1.959 -3.488  0.282
3 H 0.823 0.374 -4.396  0.287
4 C 1.273 0.181 -2.304  -0.368
5 H 1.068 -0.898 -2.350  0.446
6 H -0.190 2.518 -0.014  0.429
7 C 0.470 1.671 0.229  0.141
8 C -0.081 0.600 0.988  0.237
9 O -1.365 0.688 1.320  -0.234
10 C -1.739 0.343 2.594  0.606
11 O -0.977 0.071 3.473  -0.411
12 O -3.047 0.383 2.620  -0.380
13 O 1.737 1.814 0.174  -0.746
14 H 0.458 -0.325 1.211  0.402
15 H -3.376 0.132 3.495  0.421
16 Ru 2.821 0.921 -1.102  1.251

Charge ... +2
Energy relative to the best compared isomer or geometry (same formula, charge and spin) ... 0.0 kJ/mol
Orbital gap (alpha / beta) ... 8.34 / 6.01 eV
LUMO energy (alpha / beta) ... -9.576 / -12.345 eV
⟨S²⟩ ... 12.0144
Total energy ... -16027.5589 eV
HOMO (alpha / beta) ... -17.918 / -18.360 eV
Multiplicity ... 7



[3]
Computed, not measured: the molecule C4H6N4, with ωB97M-V with the def2-TZVPD basis set.

Last column: Mulliken charge in e.
Atoms and positions in Å:
1 H -2.856 -1.467 0.495  0.224
2 N -3.271 -0.601 0.225  -0.559
3 N -2.452 0.330 -0.084  -0.011
4 C -1.067 0.131 -0.318  0.385
5 C -0.601 1.326 -0.080  -0.254
6 N 0.723 1.294 -0.155  -0.173
7 C 1.123 -0.171 -0.253  -0.066
8 N 2.430 -0.532 0.193  -0.507
9 C -0.018 -0.925 -0.497  -0.587
10 H -1.102 2.346 -0.086  0.342
11 H 1.442 2.130 0.307  0.329
12 H 2.969 -0.557 1.205  0.239
13 H 2.898 -1.335 -0.291  0.257
14 H -0.219 -1.970 -0.663  0.380

Charge ... 0
Energy relative to the best compared isomer or geometry (same formula, charge and spin) ... 488.1 kJ/mol
Orbital gap ... 8.50 eV
LUMO energy ... 0.519 eV
SMILES string ... [H]/N=N\c1c[nH]c(N)c1
Total energy ... -10200.8809 eV
HOMO ... -7.982 eV
Multiplicity ... 1



[4]
Computed, not measured: a cluster of 2 separate species, C5H9ClN2O2S in total, with ωB97M-V with the def2-TZVPD basis set.

Last column: Mulliken charge in e.
Atoms and positions in Å:
1 C -0.859 -0.653 0.634  -0.471
2 C 0.456 0.046 1.053  -0.764
3 C -0.855 -0.939 -0.900  -0.322
4 C 0.510 1.380 0.291  -0.771
5 C -0.444 0.331 -1.488  -0.555
6 N 0.639 1.111 -1.184  0.108
7 N -1.612 1.184 -1.751  1.247
8 O -2.684 0.618 -1.797  -0.596
9 O -1.394 2.391 -1.756  -0.576
10 S 2.188 0.497 -1.610  -0.129
11 Cl -0.221 -0.050 -3.895  -0.302
12 H -1.230 -1.652 1.100  0.343
13 H -1.596 0.275 0.805  0.235
14 H 0.381 0.214 2.030  0.478
15 H 1.325 -0.516 0.850  0.414
16 H -0.157 -1.691 -1.063  0.394
17 H -1.933 -1.201 -1.144  0.340
18 H -0.468 1.995 0.317  0.343
19 H 1.366 1.793 0.740  0.400
20 H 2.162 1.145 -2.764  0.184

Charge ... 0
Energy relative to the best compared isomer or geometry (same formula, charge and spin) ... 189.9 kJ/mol
Orbital gap ... 7.39 eV
LUMO energy ... -2.098 eV
Total energy ... -35757.6680 eV
HOMO ... -9.492 eV
Multiplicity ... 1



[5]
Computed, not measured: a structure of composition C29H46BrN3P2PdS, with ωB97M-V with the def2-TZVPD basis set.

Last column: Mulliken charge in e.
Atoms and positions in Å:
1 C -0.853 4.578 -3.743  -0.333
2 C -0.772 3.296 -4.342  0.772
3 C -0.799 3.177 -5.742  -0.584
4 C -0.851 4.357 -6.495  -0.341
5 N -0.931 5.548 -5.906  -0.556
6 C -0.903 5.698 -4.584  -0.464
7 C -0.697 2.128 -3.508  0.165
8 C -0.646 1.893 -2.197  -0.215
9 C -1.219 2.508 -1.047  0.703
10 C -0.672 2.424 0.242  -0.668
11 C -1.518 2.458 1.340  -0.498
12 C -2.917 2.573 1.169  -0.312
13 C -3.421 2.895 -0.102  -0.546
14 C -2.557 2.953 -1.183  -0.356
15 Pd -0.521 0.273 -3.288  -0.369
16 P 2.528 -1.253 1.081  0.574
17 H -0.782 2.202 -6.226  0.409
18 H -0.909 4.730 -2.662  0.404
19 H -0.860 4.313 -7.590  0.373
20 H -0.962 6.718 -4.171  0.365
21 H -2.930 3.294 -2.144  0.448
22 H 0.409 2.359 0.330  0.465
23 H -4.482 3.061 -0.260  0.510
24 H -1.109 2.358 2.344  0.799
25 C 2.541 -2.894 1.845  -0.682
26 C 3.033 -4.060 0.966  -1.312
27 H 1.509 -3.093 2.191  0.437
28 H 3.176 -2.797 2.741  0.514
29 H 3.082 -4.962 1.596  0.426
30 H 2.343 -4.272 0.131  0.218
31 H 4.044 -3.886 0.563  0.319
32 C 2.980 -1.452 -0.667  -0.049
33 C 3.158 -0.188 -1.519  -1.491
34 H 2.293 -2.154 -1.169  -0.310
35 H 3.955 -1.970 -0.630  0.687
36 H 3.474 -0.489 -2.529  0.420
37 H 2.219 0.376 -1.626  0.183
38 H 3.940 0.475 -1.120  0.378
39 C 3.822 -0.200 1.755  -0.745
40 C 5.185 -0.887 1.772  -1.227
41 H 3.512 0.132 2.756  0.411
42 H 3.840 0.694 1.117  0.408
43 H 5.909 -0.195 2.216  0.430
44 H 5.188 -1.803 2.379  0.276
45 H 5.544 -1.136 0.765  0.310
46 Br -4.061 2.398 2.578  -0.126
47 P -1.909 -1.517 -2.122  0.290
48 C -0.148 -2.121 -2.331  -0.631
49 C 0.158 -3.579 -2.063  -1.411
50 H 0.436 -1.490 -1.639  0.505
51 H 0.091 -1.936 -3.407  0.597
52 H 1.245 -3.694 -2.147  0.492
53 H -0.160 -3.871 -1.059  0.276
54 H -0.318 -4.218 -2.814  0.460
55 C -1.975 -1.487 -0.288  0.911
56 C -3.268 -1.946 0.385  -1.504
57 H -1.711 -0.474 0.038  -0.350
58 H -1.174 -2.148 0.062  0.038
59 H -3.080 -2.074 1.458  0.366
60 H -4.103 -1.247 0.284  0.372
61 H -3.590 -2.918 0.001  0.389
62 C -3.161 -0.122 -2.361  1.336
63 C -3.959 -0.033 -3.656  -1.272
64 H -2.559 0.783 -2.235  -1.032
65 H -3.823 -0.189 -1.495  0.184
66 H -3.507 0.659 -4.374  0.256
67 H -4.097 -1.006 -4.123  0.361
68 H -4.942 0.353 -3.381  0.403
69 S 0.703 -0.450 2.025  0.221
70 C 0.478 -0.469 3.793  -0.058
71 N -0.730 -0.141 4.296  0.022
72 C -1.090 -0.492 5.686  -0.678
73 C 0.068 -0.156 6.594  -0.536
74 C 1.283 -0.901 6.105  -0.664
75 N 1.466 -0.750 4.647  0.107
76 H -1.480 0.029 3.625  0.163
77 H -1.299 -1.567 5.751  0.312
78 H -1.994 0.037 5.978  0.404
79 H -0.152 -0.427 7.635  0.352
80 H 0.258 0.918 6.559  0.300
81 H 1.187 -1.967 6.336  0.335
82 H 2.192 -0.541 6.583  0.389
83 H 2.353 -1.024 4.228  0.071

Charge ... +2
Energy relative to the best compared isomer or geometry (same formula, charge and spin) ... 644.5 kJ/mol
Orbital gap (alpha / beta) ... 5.91 / 4.99 eV
LUMO energy (alpha / beta) ... -5.768 / -7.670 eV
⟨S²⟩ ... 2.0137
Total energy ... -138204.7310 eV
HOMO (alpha / beta) ... -11.681 / -12.662 eV
Multiplicity ... 3



[6]
Computed, not measured: a structure of composition C2H5BF3NO2, with ωB97M-V with the def2-TZVPD basis set.

Last column: Mulliken charge in e.
Atoms and positions in Å:
1 B -1.198 -0.733 -0.122  0.495
2 C 1.280 0.688 -0.259  0.018
3 C 0.841 -0.833 -0.252  0.386
4 N 0.451 1.224 0.724  -0.478
5 O -1.713 -0.963 1.049  -0.363
6 O -1.778 -0.647 -1.331  -0.442
7 F 2.587 0.837 0.080  -0.330
8 F 1.393 -1.549 0.659  -0.280
9 F 1.211 -1.446 -1.397  -0.315
10 H 1.061 1.160 -1.255  0.317
11 H 0.766 1.057 1.707  0.208
12 H 0.394 2.209 0.653  0.228
13 H -2.637 -0.587 1.064  0.292
14 H -2.657 -0.417 -1.321  0.262

Charge ... 0
Energy relative to the best compared isomer or geometry (same formula, charge and spin) ... 0.0 kJ/mol
Orbital gap ... 9.23 eV
LUMO energy ... -0.006 eV
Total energy ... -16570.1433 eV
HOMO ... -9.234 eV
Multiplicity ... 1



Maximum force per entry: 1.097 3.252 6.307 4.331 4.736 6.214 eV/A